99
Properties=species:S:1:pos:R:3:lowdin_charge:R:1 method="wB97M-V/def2-TZVPD" e_above_lowest_kj_mol=89.5 max_force_ev_per_a=1.06 charge=+1 spin_multiplicity=2 energy_ev=-131675.2048
Ti -0.53731 0.60533 0.08582 1.019
C -2.86906 -0.89580 3.20948 -0.015
C -2.00635 0.15599 2.91879 -0.126
N -2.05232 0.45990 1.62283 -0.055
N -2.95122 -0.39187 1.05799 0.027
C -3.44852 -1.21307 1.99587 -0.030
B -3.52260 -0.15689 -0.39129 -0.637
N -2.64579 -0.88133 -1.45202 0.022
C -3.00284 -1.25607 -2.69043 -0.040
C -1.86630 -1.35898 -3.46479 -0.018
C -0.82738 -0.99995 -2.60870 -0.125
N -1.29494 -0.72875 -1.39336 -0.048
N -3.34454 1.36212 -0.72116 0.040
C -4.19194 2.30761 -1.15786 -0.039
C -3.46441 3.41419 -1.54440 -0.017
C -2.13984 3.05634 -1.30960 -0.098
N -2.06845 1.82095 -0.82781 -0.026
N -4.93628 -0.65333 -0.43599 -0.025
C -6.07249 -0.07010 0.02552 -0.084
C -7.06580 -1.01118 0.01116 -0.047
C -6.43024 -2.17346 -0.46440 -0.141
N -5.15522 -1.96371 -0.71871 0.073
H -3.05742 -1.35337 4.16171 0.108
H -1.35190 0.70065 3.58083 0.122
H -4.17724 -1.96145 1.73832 0.133
H -4.03507 -1.43772 -2.92672 0.124
H -1.79785 -1.63202 -4.49967 0.104
H 0.23103 -0.93373 -2.80102 0.091
H -5.25132 2.13738 -1.18605 0.116
H -3.83462 4.34042 -1.93981 0.102
H -1.24194 3.62756 -1.48135 0.110
H -6.09210 0.95242 0.35199 0.114
H -8.09218 -0.88560 0.29550 0.097
H -6.85034 -3.15148 -0.61898 0.107
C -2.94038 7.69522 -3.55529 -0.070
O -2.05432 6.58945 -3.63584 -0.085
C -0.88688 6.65866 -2.94615 -0.277
C 0.01098 5.60558 -3.16041 -0.001
C 1.21450 5.56473 -2.49370 -0.018
C 1.55744 6.59177 -1.61092 -0.275
C 0.69097 7.65927 -1.44213 -0.019
C -0.54080 7.69342 -2.08051 -0.002
N 2.81240 6.73790 -0.92088 0.077
N 3.43878 5.79677 -0.44367 0.083
C 2.88677 4.46909 -0.42713 -0.235
C 3.59200 3.44255 -0.99129 -0.007
C 3.04084 2.14315 -1.09497 0.030
C 1.80363 1.88918 -0.56439 -0.292
O 1.08709 0.76419 -0.74996 -0.182
C 1.18263 2.88482 0.25063 -0.149
N 0.07007 2.47371 0.93858 0.017
C -0.59408 3.38551 1.62773 -0.095
C -0.18879 4.72747 1.70411 -0.012
C 0.94391 5.13231 1.04835 0.034
C 1.67717 4.19503 0.28230 -0.093
H -3.76318 7.46983 -4.22808 0.096
H -2.44767 8.61413 -3.87768 0.100
H -3.32337 7.82025 -2.53977 0.095
H -0.25716 4.83477 -3.86892 0.125
H 1.90629 4.76089 -2.70519 0.117
H 0.98291 8.46527 -0.78317 0.120
H -1.20191 8.52720 -1.91229 0.106
H 4.54901 3.65782 -1.44534 0.124
H 3.56339 1.36639 -1.63454 0.124
H -1.48354 3.04503 2.15001 0.117
H -0.77056 5.41990 2.29383 0.116
H 1.28276 6.15497 1.11896 0.121
F 0.25288 -7.58110 -5.24614 0.151
C 0.69652 -6.57904 -4.49593 -0.122
C 1.09200 -5.38800 -5.09041 -0.136
F 1.02240 -5.24036 -6.40956 0.143
C 1.55669 -4.35903 -4.29247 -0.233
F 1.93898 -3.21153 -4.87006 0.084
C 1.61843 -4.46459 -2.90462 -0.332
S 2.14437 -3.00628 -2.07540 1.094
C 1.18789 -5.65531 -2.32429 -0.195
F 1.15763 -5.81468 -1.00391 0.115
C 0.74942 -6.71128 -3.11476 -0.129
F 0.35297 -7.84273 -2.54446 0.148
C 5.16259 -2.68084 -0.71506 -0.119
S 3.68583 -2.77729 0.23072 0.503
O 2.72842 -3.71154 -0.64643 -0.586
O 3.92114 -3.54282 1.40743 -0.243
O 3.07470 -1.48231 0.29321 -0.293
H 5.56132 -3.68342 -0.82776 0.085
H 5.84590 -2.06280 -0.14001 0.084
H 4.94948 -2.22202 -1.67639 0.061
N -0.46401 -5.61658 1.90311 0.197
C -0.07581 -4.54509 2.00540 -0.161
C 0.38143 -3.19054 2.14330 -0.179
C 1.29069 -2.83308 3.13282 0.018
C 1.68213 -1.50786 3.21968 -0.014
C 1.15319 -0.59987 2.32354 -0.111
N 0.26728 -0.93796 1.37479 -0.023
C -0.09996 -2.21488 1.27608 -0.054
H 1.68969 -3.58303 3.80022 0.139
H 2.40388 -1.18610 3.95418 0.125
H 1.44171 0.44644 2.35664 0.126
H -0.80342 -2.46931 0.48903 0.131

84
Properties=species:S:1:pos:R:3:lowdin_charge:R:1 method="wB97M-V/def2-TZVPD" e_above_lowest_kj_mol=46.1 max_force_ev_per_a=0.88 spin_multiplicity=3 energy_ev=-162101.1653
Ti 0.05717 -0.71633 0.24386 1.053
Br 2.01108 -0.88381 7.44220 0.698
C 1.68637 -1.12673 5.58436 -0.704
C 2.31718 -2.16709 4.91126 -0.134
C 2.04721 -2.33889 3.56434 -0.010
C 1.17791 -1.49752 2.87210 -0.344
O 0.87732 -1.79828 1.60650 -0.234
C 0.57102 -0.40870 3.55186 -0.153
C -0.30157 0.55281 2.95630 -0.073
N -0.54100 0.69513 1.63659 -0.058
C -1.28547 1.75592 1.18410 -0.216
C -1.95965 2.70278 1.95562 -0.017
C -2.64131 3.76641 1.34946 -0.082
C -2.66884 3.94760 -0.01046 -0.057
C -2.00047 3.01486 -0.83756 -0.161
C -1.94691 3.10654 -2.24388 -0.004
C -1.28775 2.15216 -2.97559 -0.047
C -0.70204 1.07406 -2.30438 -0.133
N -0.74596 0.95306 -0.99126 0.013
C -1.34696 1.91368 -0.24101 -0.160
C 0.83735 -0.26808 4.93042 -0.091
H 2.99431 -2.83016 5.43061 0.096
H 2.50403 -3.14802 3.00839 0.120
H -0.73534 1.27148 3.63986 0.105
H -1.97698 2.63302 3.03234 0.097
H -3.15472 4.47390 1.98941 0.105
H -3.18301 4.78849 -0.45710 0.104
H -2.43004 3.94408 -2.73332 0.118
H -1.22345 2.21111 -4.05316 0.107
H -0.18551 0.28843 -2.84439 0.118
H 0.36978 0.54502 5.47134 0.105
N -1.55077 -2.72846 2.84880 0.151
C -2.48784 -1.72098 2.94887 -0.256
C -3.09066 -1.42389 4.15511 -0.024
C -4.15467 -0.51640 4.24572 -0.077
C -4.66578 0.07732 3.12545 -0.052
C -4.08414 -0.20524 1.87100 -0.159
C -4.63701 0.29072 0.66658 0.007
C -4.10293 -0.07916 -0.52993 -0.034
C -2.91942 -0.83626 -0.51969 -0.152
N -2.31156 -1.24194 0.57536 0.055
C -2.95015 -1.04290 1.77902 -0.149
H -1.14964 -2.98970 3.73743 0.102
H -0.82230 -2.59394 2.15750 0.050
H -2.73060 -1.91886 5.04926 0.115
H -4.58885 -0.30905 5.21530 0.106
H -5.51889 0.74129 3.17711 0.109
H -5.50496 0.93738 0.71547 0.123
H -4.52583 0.24243 -1.47142 0.112
H -2.43237 -1.07992 -1.45648 0.104
C 3.91627 4.60142 -4.47935 -0.049
C 3.65383 3.52961 -3.45690 -0.267
C 2.51285 3.56206 -2.65992 -0.028
C 2.26471 2.56755 -1.72817 -0.046
C 3.16649 1.52069 -1.59548 -0.264
C 4.32368 1.48188 -2.36020 -0.055
C 4.55796 2.48373 -3.28730 -0.032
S 2.82106 0.22837 -0.44078 0.622
O 2.07031 0.82875 0.64985 -0.302
O 4.05532 -0.45478 -0.18332 -0.264
N 1.70206 -0.71483 -1.09207 -0.208
C 1.95695 -1.76683 -1.95157 -0.247
C 3.05371 -1.95266 -2.75783 0.000
C 3.13772 -3.08101 -3.59950 -0.064
C 2.15080 -4.02245 -3.63631 -0.045
C 1.01688 -3.87467 -2.80165 -0.151
C -0.02349 -4.82482 -2.72783 0.002
C -1.05094 -4.62981 -1.85216 -0.033
C -1.06210 -3.47364 -1.05349 -0.108
N -0.13039 -2.54368 -1.11097 0.058
C 0.91966 -2.74557 -1.96858 -0.140
H 3.21732 5.42967 -4.37289 0.074
H 3.81439 4.20208 -5.49031 0.084
H 4.92915 4.99375 -4.38342 0.082
H 1.81444 4.38449 -2.76078 0.113
H 1.39621 2.60893 -1.08435 0.106
H 5.03793 0.68474 -2.20225 0.109
H 5.46327 2.46282 -3.88265 0.117
H 3.86379 -1.23917 -2.73606 0.094
H 4.01377 -3.19962 -4.22406 0.108
H 2.22770 -4.89009 -4.27861 0.110
H 0.01507 -5.70691 -3.35571 0.121
H -1.85331 -5.34714 -1.75359 0.109
H -1.85842 -3.31220 -0.34105 0.100